# 1
C28H26MoN3O8PS2Se2 | wB97M-V/def2-TZVPD

```
71
Properties=species:S:1:pos:R:3:forces:R:3:mulliken_spin:R:1
Mo 0.0804 -0.7665 1.0379 0.3629 0.2602 0.6275 -0.023
O -3.4970 -2.7211 0.6505 0.0652 0.0300 0.0246 -0.001
C -2.3365 -2.4088 0.6252 -0.0729 -0.1552 -0.0549 -0.014
O -1.7880 -1.3549 1.1830 -0.1997 0.1497 0.2116 -0.023
C -1.2757 -3.2781 0.0077 0.1065 -0.0146 -0.0176 0.001
C -1.4563 -4.4782 -0.6456 -0.0330 0.0085 0.0230 -0.001
C -0.3258 -5.1675 -1.0688 0.0014 -0.0350 -0.0174 0.000
C 0.9356 -4.6654 -0.7847 0.0214 0.0057 0.0248 0.000
C 1.0250 -3.4644 -0.1044 -0.0303 0.0291 0.0502 0.000
N -0.0628 -2.7948 0.2461 -0.0712 0.1302 -0.1296 0.001
C 2.2665 -2.7904 0.4147 -0.0315 -0.0750 -0.0560 0.004
O 3.3727 -3.2627 0.2426 -0.0068 0.0077 -0.0042 0.000
O 1.9541 -1.7310 1.0781 0.2154 -0.0445 0.0122 0.000
H -2.4609 -4.8418 -0.8089 -0.0051 0.0117 0.0032 0.000
H -0.4302 -6.1043 -1.6011 0.0005 0.0022 0.0001 0.000
H 1.8472 -5.1787 -1.0561 0.0055 0.0065 0.0049 0.000
Se 0.4660 0.7585 4.7081 -0.0215 0.1418 -0.0040 0.419
Se -2.1999 0.4024 3.8240 -0.0082 -0.0348 0.1332 0.484
C -1.7780 1.5611 2.4092 -0.0786 0.0135 -0.0910 0.010
C -2.3830 2.8318 2.4394 0.0368 -0.0663 -0.0206 -0.022
C -2.0904 3.7733 1.4884 0.0204 0.0100 -0.0300 0.015
C -1.1975 3.4330 0.4767 -0.0655 0.0571 -0.0358 0.027
C -0.6724 2.1668 0.4686 0.0379 -0.0208 0.0993 0.001
N -0.9239 1.2344 1.4153 0.0270 -0.0161 -0.0971 0.028
C 0.8304 -1.0171 4.2487 -0.1101 -0.0941 -0.0162 0.064
C 1.5740 -1.7737 5.1798 -0.0284 -0.0498 -0.0240 -0.057
C 1.6025 -3.1403 5.1117 0.0049 0.0500 -0.0011 0.020
C 0.8425 -3.7672 4.1226 -0.0233 -0.0482 0.0019 0.013
C 0.2287 -2.9746 3.1901 0.0518 0.0105 -0.0199 -0.005
N 0.2819 -1.6263 3.1704 0.0778 -0.0356 0.0756 0.037
H -3.0625 3.0425 3.2511 -0.0018 -0.0107 0.0057 -0.005
H -2.5443 4.7562 1.5300 -0.0002 0.0000 -0.0119 0.001
H -0.9229 4.1234 -0.3091 -0.0163 0.0005 -0.0063 0.002
H -0.0126 1.8653 -0.3283 -0.0123 -0.0131 0.0005 0.004
H 2.0667 -1.2391 5.9789 -0.0032 0.0034 0.0049 -0.005
H 2.1630 -3.7174 5.8366 -0.0048 -0.0023 0.0049 0.000
H 0.7470 -4.8420 4.0612 0.0052 0.0022 -0.0020 0.001
H -0.3437 -3.4366 2.4019 0.0309 0.0004 0.0049 0.002
C -2.9395 0.1430 -5.4296 0.0048 -0.0050 0.0068 0.000
C -2.2524 -0.6087 -4.3093 -0.0047 -0.0570 -0.0053 0.000
O -3.0384 -0.5112 -3.1144 -0.0170 0.0924 -0.0058 0.000
P -2.4862 0.3403 -1.8563 0.1525 0.0098 0.0547 0.001
S -3.8700 0.5742 -0.5450 0.0609 0.0005 -0.0166 0.004
S -0.6836 -0.5344 -1.4266 -0.3283 0.0317 -0.2310 0.000
O -2.0250 1.7222 -2.5853 0.0528 0.0284 0.1437 0.000
C -2.9469 2.8136 -2.6894 0.0215 -0.0652 -0.0496 0.000
C -2.2954 3.8815 -3.5381 0.0011 0.0041 0.0093 0.000
H -2.4458 -0.0593 -6.3825 0.0143 0.0188 0.0029 0.000
H -2.9078 1.2168 -5.2424 -0.0196 -0.0016 0.0014 0.000
H -3.9827 -0.1650 -5.5046 0.0017 -0.0137 -0.0142 0.000
H -1.2460 -0.2233 -4.1390 0.0017 -0.0065 -0.0034 0.000
H -2.1648 -1.6715 -4.5420 -0.0259 -0.0017 0.0043 0.000
H -3.1732 3.1802 -1.6879 -0.0177 0.0007 0.0478 0.001
H -3.8862 2.4685 -3.1294 0.0012 -0.0128 -0.0425 0.000
H -1.3851 4.2476 -3.0609 -0.0027 -0.0115 -0.0109 0.000
H -2.9805 4.7204 -3.6735 0.0079 0.0103 0.0141 0.000
H -2.0295 3.4905 -4.5212 -0.0049 -0.0056 -0.0022 0.000
O 1.8393 0.6768 1.9963 -0.4701 -0.3805 -0.0344 0.000
C 2.2041 0.8299 0.8189 -0.1168 0.0533 -0.2287 0.012
O 1.4647 0.3638 -0.1075 0.4588 0.0812 -0.5023 0.002
C 3.4470 1.5522 0.4391 0.0197 0.0255 0.1829 -0.001
C 3.8852 1.5608 -0.8793 -0.0255 0.0128 0.0041 0.000
C 5.0479 2.2394 -1.2100 0.0008 -0.0009 -0.0189 0.000
C 5.7669 2.9086 -0.2281 0.0001 -0.0004 -0.0041 0.000
C 5.3268 2.8990 1.0891 -0.0065 -0.0047 -0.0038 0.000
C 4.1671 2.2180 1.4239 -0.0082 -0.0160 0.0308 -0.003
H 3.3085 1.0328 -1.6267 -0.0003 -0.0076 0.0008 0.000
H 5.3958 2.2442 -2.2353 0.0044 0.0046 0.0020 0.000
H 6.6752 3.4375 -0.4902 -0.0013 -0.0005 -0.0014 0.000
H 5.8892 3.4200 1.8534 -0.0014 -0.0016 0.0002 0.000
H 3.8019 2.1859 2.4427 -0.0002 0.0036 -0.0043 0.005
```
Forces are in eV/Å.

Values from the calculation:
⟨S²⟩ = 0.7581
Spin multiplicity = 2
Total charge = -1
Energy relative to the best compared isomer or geometry (same formula, charge and spin) = 1.172 eV
Kohn-Sham gap (spin up / spin down) = 5.3 / 6.4 eV

# 2
C28H26N10O2Pd | wB97M-V/def2-TZVPD

```
67
Properties=species:S:1:pos:R:3:forces:R:3:mulliken_charge:R:1
Pd 2.2712 0.9381 -1.5514 0.0808 0.2816 -0.1615 -0.109
C 5.0645 0.5673 -2.5723 0.1103 0.0384 -0.0461 -1.134
C 4.4221 1.3721 -1.4488 -0.0805 -0.1756 0.1094 0.735
O 4.3470 0.9093 -0.2862 -0.0831 0.0804 -0.1549 -0.602
N 4.4953 2.7706 -1.6528 0.1003 -0.1256 -0.0308 -0.350
C 3.6979 3.6198 -0.8056 -0.1156 0.0525 0.0171 -0.831
C 2.3704 4.0208 -1.4208 0.0156 -0.0127 -0.0308 0.822
C 1.8259 5.2759 -1.1680 -0.0225 0.0189 0.0236 -0.745
C 0.6102 5.6176 -1.7329 0.0035 0.0238 0.0129 -0.406
C -0.0220 4.7018 -2.5613 0.0367 -0.0223 0.0045 -0.570
C 0.5944 3.4806 -2.7712 -0.0776 -0.0716 -0.0099 -0.528
N 1.7531 3.1344 -2.2082 0.1867 -0.1881 0.1982 0.066
H 4.3323 -0.0403 -3.1001 -0.0649 -0.0270 0.0374 0.267
H 5.8171 -0.0904 -2.1368 -0.0031 0.0093 0.0087 0.304
H 5.5564 1.2183 -3.2974 -0.0198 -0.0085 -0.0019 0.416
H 4.4545 3.0116 -2.6318 -0.0421 0.0403 -0.0092 0.209
H 4.2439 4.5273 -0.5373 0.0282 0.0105 -0.0356 0.381
H 3.5185 3.0624 0.1170 -0.0009 -0.0147 0.0186 0.346
H 2.3602 5.9707 -0.5322 -0.0062 -0.0045 -0.0034 0.363
H 0.1704 6.5888 -1.5429 0.0025 -0.0079 -0.0036 0.406
H -0.9625 4.9262 -3.0458 0.0065 -0.0011 0.0023 0.446
H 0.1384 2.7337 -3.4102 0.0078 0.0093 -0.0006 0.395
C -3.3955 2.3716 -0.1440 0.0568 -0.0695 -0.0424 -1.171
N -2.1218 1.8389 -0.5894 -0.1403 -0.0752 -0.1678 0.993
C -0.9514 1.7996 0.0603 0.1890 0.1312 0.1348 -0.276
N -0.0807 1.0623 -0.5922 -0.2983 -0.2671 -0.2165 -0.060
C -0.8070 0.6353 -1.6651 0.0549 0.0758 0.0334 -0.708
N -2.0448 1.0737 -1.7070 -0.0097 0.0645 0.2055 -0.911
C -3.8993 1.6779 1.1031 -0.0079 -0.0138 -0.0245 0.841
C -4.8274 2.3053 1.9238 -0.0191 -0.0142 0.0310 -0.885
C -5.3097 1.6629 3.0571 0.0194 -0.0194 -0.0075 -0.618
C -4.8555 0.3981 3.3917 -0.0294 0.0476 0.0163 -0.920
C -3.9188 -0.2276 2.5751 0.0178 -0.1182 0.0814 -0.025
C -3.4540 0.4046 1.4294 0.0194 0.0131 -0.0241 -0.206
C -3.3909 -1.5412 2.9548 0.0660 0.3099 -0.1589 0.581
N -3.6655 -2.2445 3.9914 0.0915 -0.3858 0.0407 -0.480
N -2.8632 -3.3887 3.9096 -0.2289 0.2791 0.1327 -0.498
C -2.1678 -3.2620 2.8378 0.2389 -0.0517 -0.2280 0.651
O -2.4413 -2.1129 2.1694 -0.0984 -0.0712 0.0512 -0.248
C -1.1520 -4.1735 2.3032 -0.0943 0.0206 0.1297 0.012
C -0.7294 -5.2331 3.1047 0.0235 -0.0457 0.0006 -1.006
C 0.2295 -6.1074 2.6304 -0.0035 0.0216 -0.0172 -0.698
C 0.7652 -5.9298 1.3602 -0.0106 -0.0209 0.0316 -0.727
C 0.3426 -4.8829 0.5552 0.0147 -0.0117 0.0141 1.067
C 0.9134 -4.7318 -0.8335 0.0478 0.0647 -0.0503 -1.277
N 1.6179 -3.4795 -1.0384 0.1272 -0.1535 0.1129 0.858
C 1.2689 -2.4259 -1.7805 -0.0816 0.0813 -0.2165 -0.072
N 2.1923 -1.4909 -1.7155 0.0824 0.1602 0.2974 -0.094
C 3.1118 -2.0378 -0.8692 0.0874 -0.0618 0.0090 -0.429
N 2.8133 -3.2475 -0.4475 -0.1945 0.1258 -0.0374 -0.968
C -0.6173 -3.9984 1.0342 0.0172 0.0346 -0.0422 -0.081
H -4.0802 2.2122 -0.9757 -0.0196 0.0214 -0.0113 0.311
H -3.3101 3.4468 0.0160 0.0250 0.0045 0.0471 0.436
H -0.7861 2.3009 1.0020 0.0237 0.0284 -0.0522 0.383
H -0.3918 0.0135 -2.4412 0.0151 0.0007 0.0086 0.688
H -5.1733 3.3040 1.6820 0.0049 -0.0109 -0.0005 0.446
H -6.0317 2.1599 3.6915 0.0034 -0.0022 -0.0056 0.394
H -5.2042 -0.1052 4.2833 0.0054 0.0001 -0.0104 0.523
H -2.7279 -0.0971 0.8026 -0.0160 -0.0012 0.0090 0.836
H -1.1553 -5.3509 4.0919 -0.0041 0.0062 -0.0131 0.507
H 0.5694 -6.9254 3.2515 -0.0016 0.0062 -0.0061 0.398
H 1.5253 -6.6096 0.9942 -0.0054 0.0053 0.0054 0.372
H 0.1261 -4.7744 -1.5871 -0.0342 0.0043 0.0179 0.292
H 1.6131 -5.5408 -1.0356 0.0015 -0.0198 -0.0109 0.406
H 0.3570 -2.3947 -2.3567 0.0134 0.0065 0.0115 0.387
H 3.9951 -1.5044 -0.5519 -0.0140 0.0047 -0.0292 0.491
H -0.9462 -3.1663 0.4215 0.0028 -0.0102 0.0068 0.597
```
Forces are in eV/Å.

Values from the calculation:
Energy relative to the best compared isomer or geometry (same formula, charge and spin) = 0.000 eV
Kohn-Sham gap = 6.1 eV

# 3
C28H26N6O4 | wB97M-V/def2-TZVPD

```
64
Properties=species:S:1:pos:R:3:forces:R:3:mulliken_charge:R:1
N -3.5189 2.2343 1.2365 2.6567 0.9205 -0.1997 -0.551
C -2.4117 2.6192 1.1861 -2.3615 -0.8279 0.0268 -0.336
C -1.0914 3.1958 1.1392 1.5888 -0.9098 -0.4194 0.336
C 0.0757 2.4246 0.9127 -1.2457 0.2522 0.2357 0.312
C 1.3012 3.1004 0.9734 1.5690 -0.4310 0.7062 0.202
N 2.5774 2.5633 1.1714 -0.9131 0.4868 0.1514 0.860
O 3.0144 1.4214 1.2472 -0.4707 1.3455 -0.3036 -0.668
O 3.4207 3.6692 1.4405 -0.5723 -0.8156 -0.5096 -0.205
N 2.7225 4.8514 1.4387 -1.9618 -1.0647 -0.4656 -0.500
C 1.4343 4.4866 1.1794 1.8208 1.5712 0.9839 0.786
C 0.2403 5.2817 1.3304 -1.1236 -1.4881 -0.2705 -0.641
N 0.2427 6.7130 1.5464 -0.6541 2.8578 0.4330 0.906
O 1.3010 7.3718 1.5522 -1.7051 -2.0071 -0.1534 -0.542
O -0.8822 7.2509 1.7193 2.0940 -1.1927 -0.3321 -0.589
C -0.9858 4.6001 1.3388 1.0680 1.2066 -0.0409 -0.508
H 0.0738 1.3506 0.7299 -0.2140 0.3501 0.2381 0.757
H -1.9024 5.1726 1.4973 0.4144 -0.1251 -0.0275 0.583
C -5.5209 -3.3841 2.7412 -0.1889 -0.0760 0.1333 -1.440
C -4.3916 -2.9117 1.8675 0.5149 0.3193 0.1721 0.792
C -3.3987 -2.0748 2.3706 -0.0612 -0.7212 -0.2881 -0.928
C -2.3816 -1.5527 1.5339 -0.7783 -0.2092 -0.2786 1.490
C -1.3499 -0.6978 1.9767 0.6446 0.4909 2.0470 -2.110
C -2.4319 -1.8914 0.1506 -1.2813 -0.1720 1.2164 0.337
N -1.5081 -1.2050 -0.6508 0.5781 0.8384 -0.8948 0.570
C -0.3357 -0.6728 -0.2448 2.1551 -1.9558 -1.2595 -1.663
N 0.4564 -0.5578 -1.3376 -1.6448 0.5392 -0.9540 1.038
C 1.8820 -0.5390 -1.3501 0.6595 0.3402 -0.2282 0.237
C 2.6155 -1.6229 -0.8444 0.2685 0.4035 -0.3588 1.283
C 1.9819 -2.8225 -0.2219 0.0451 -0.4227 0.3326 -1.371
C 4.0081 -1.5875 -0.9829 -0.1458 0.3154 -0.0756 -1.070
C 4.6677 -0.5313 -1.6282 -0.3171 -0.1118 0.2125 0.622
C 6.1682 -0.5467 -1.7757 0.1999 0.0546 0.0794 -1.503
C 3.9013 0.5414 -2.0923 -0.1119 -0.2492 0.0142 -1.193
C 2.5101 0.5473 -1.9620 0.2938 -0.3604 0.2581 0.805
C 1.6985 1.6925 -2.4702 0.0746 0.5956 -0.3187 -1.480
C -0.3790 -0.6469 -2.4597 1.7684 -0.5605 -0.1510 -0.143
C -1.5739 -1.0651 -2.0446 -0.6527 -0.3832 0.7092 -1.515
C -3.2930 -2.8963 -0.3260 -0.4182 0.4651 0.4704 0.974
C -3.1953 -3.5695 -1.6601 -0.3558 -0.2609 -0.4920 -2.078
C -4.3107 -3.3292 0.5352 0.3669 0.0335 -0.0515 -1.023
H -6.1405 -4.1081 2.2024 0.0435 0.0892 0.1431 0.332
H -5.1444 -3.8637 3.6530 -0.0509 0.0667 -0.1767 0.333
H -6.1693 -2.5566 3.0605 0.1792 -0.1283 -0.1296 0.301
H -3.4205 -1.7732 3.4185 0.0789 -0.0186 -0.2905 0.377
H 0.0929 -0.7920 0.7663 -0.9633 0.3734 -0.2497 1.328
H -1.4203 0.3641 1.6976 0.3529 -0.6289 0.0163 0.072
H -0.8052 -0.9458 2.8942 -0.9340 0.5252 0.3454 0.280
H 2.7740 -3.3954 0.2714 -0.2853 -0.0042 0.0115 0.442
H 1.2240 -2.5715 0.5237 0.1078 -0.1091 -0.0467 0.204
H 1.5211 -3.4883 -0.9614 -0.0018 0.2014 0.0100 0.299
H 4.5877 -2.4130 -0.5587 -0.1479 0.2531 -0.2269 0.348
H 6.5227 0.3955 -2.2113 -0.0326 -0.2558 0.0943 0.359
H 6.6472 -0.6729 -0.7947 -0.1121 0.0826 -0.2210 0.350
H 6.5254 -1.3767 -2.4051 -0.2472 0.2519 0.1216 0.322
H 4.3849 1.3933 -2.5744 -0.0756 -0.2382 0.1278 0.296
H 2.3839 2.4208 -2.9158 -0.2533 0.0265 0.0666 0.423
H 0.9989 1.3773 -3.2548 0.1356 0.2402 0.2501 0.375
H 1.1289 2.1992 -1.6725 0.1269 -0.2651 -0.3297 0.182
H 0.0128 -0.5183 -3.4535 -0.1209 0.0214 0.0102 0.634
H -2.4569 -1.3148 -2.6083 0.1303 0.1391 0.1790 0.516
H -3.7946 -4.4889 -1.6223 0.2410 0.1856 -0.0034 0.395
H -3.6555 -2.9617 -2.4504 0.2877 -0.1722 -0.0544 0.401
H -2.1690 -3.8619 -1.9359 -0.3231 0.3102 0.0255 0.329
H -5.0590 -4.0303 0.1679 0.2615 0.0128 -0.0203 0.266
```
Forces are in eV/Å.

Values from the calculation:
Energy relative to the best compared isomer or geometry (same formula, charge and spin) = 0.278 eV
Kohn-Sham gap = 3.0 eV

| no. | energy (eV) |
| --- | --- |
| 1 | -213823.31430 |
| 2 | -51933.08996 |
| 3 | -46576.28560 |